Entry 1:
10
Properties=species:S:1:pos:R:3:forces:R:3 method="wB97M-V/def2-TZVPD" de_lowest_kcal_mol=66.4 e_homo_ev=-8.68 homo_lumo_gap_ha=0.3226
N 0.646 -0.703 -1.095 5.42 0.94 -1.28
C 0.278 0.524 -0.559 -1.15 -0.25 0.74
S 0.275 2.085 -1.319 0.44 -3.11 1.25
C -0.496 0.368 0.841 0.07 3.90 -1.29
O -0.731 -0.831 1.480 -2.17 -3.61 -3.59
H 0.976 -1.537 -0.422 -1.19 2.81 -1.57
H 1.594 -0.403 -1.834 -3.90 -1.63 2.49
H 0.095 0.941 1.607 -0.49 -0.18 -0.93
H -1.386 1.077 0.515 0.98 -1.73 1.33
H -1.252 -1.521 0.785 1.98 2.87 2.85

Entry 2:
10
Properties=species:S:1:pos:R:3:forces:R:3 method="wB97M-V/def2-TZVPD" de_lowest_kcal_mol=207.2 e_homo_ev="-9.10 / -9.16" homo_lumo_gap_ha="0.2958 / 0.2891"
C -1.169 0.916 0.153 2.21 -1.02 -1.17
C -0.144 0.081 0.386 -0.67 1.41 -0.60
N 2.251 0.142 -0.226 -0.68 -0.56 0.14
O 0.176 0.858 -2.775 0.87 -1.53 2.21
S 0.956 -0.287 -0.970 -0.15 0.14 -2.19
H -1.653 1.549 0.816 -0.81 0.41 1.95
H -1.339 1.244 -0.846 -0.34 -0.46 -1.02
H 0.472 0.047 1.270 -0.38 -0.55 0.55
H 3.181 0.156 -0.626 -0.39 -0.24 -0.69
H 0.741 -1.823 -1.325 0.34 2.42 0.81

Entry 3:
10
Properties=species:S:1:pos:R:3:forces:R:3 method="wB97M-V/def2-TZVPD" de_lowest_kcal_mol=126.1 e_homo_ev=-9.74 homo_lumo_gap_ha=0.3673
C -1.243 -0.799 -0.465 2.80 -0.22 -1.09
C -0.930 0.000 0.517 -0.45 0.65 0.39
S 0.779 0.432 0.461 3.68 -4.88 -1.69
N 1.113 1.330 -0.754 -0.67 -0.59 1.13
O 1.414 -1.142 0.413 -1.68 6.22 0.95
H -2.183 -1.175 -0.659 -1.93 -0.65 -0.16
H -0.394 -1.120 -1.108 -0.96 0.13 0.19
H -1.660 0.303 1.230 0.03 0.67 0.69
H 1.167 1.220 1.577 -0.88 -1.31 -0.36
H 1.936 0.952 -1.212 0.07 -0.02 -0.05

Entry 4:
11
Properties=species:S:1:pos:R:3:forces:R:3 method="wB97M-V/def2-TZVPD" de_lowest_kcal_mol=65.9 e_homo_ev=-9.08 homo_lumo_gap_ha=0.3506
C 0.852 -1.749 -0.943 -0.49 -2.39 -1.29
S 1.152 -0.537 0.261 -0.34 1.51 0.91
C -0.297 0.546 0.208 0.17 -2.84 -2.25
S -1.486 0.568 -0.919 -0.27 -0.18 -0.37
N -0.339 1.274 1.272 4.91 1.96 2.79
O -1.093 2.400 1.277 -3.95 -0.22 -1.27
H 1.929 -2.191 -1.081 -2.13 0.77 -0.30
H 0.182 -2.637 -0.503 1.29 2.06 -1.23
H 0.381 -1.242 -1.892 1.06 -1.36 1.71
H 0.735 1.514 1.563 -3.57 -0.44 -0.16
H -2.017 2.054 0.757 3.32 1.14 1.45